An isolated ion of composition C2H6IN2 and charge +1. Source: the Open Molecules 2025 dataset; level of theory: ωB97M-V with the def2-TZVPD basis set.

Properties
SMILES	NC/C=[NH+]/I
energy relative to the best compared isomer or geometry (same formula, charge and spin)	3.2130	eV
calculated total energy	-486.6360	Eh
Kohn-Sham gap	8.16	eV
HOMO level	-13.9966	eV

Structure (ORCA input):
```
! RIJCOSX wB97M-V def2-TZVPD def2/J DEFGRID3
* xyz 1 1
C 0.763 -0.127 0.373
C 0.229 0.978 -0.329
N 0.085 -1.528 0.469
N -1.085 0.896 -0.934
I 0.843 -3.017 1.537
H 1.745 -0.244 0.789
H 1.120 1.103 -0.926
H 0.340 1.758 0.344
H -1.586 0.171 -0.370
H -0.884 -1.737 0.106
H -1.570 1.746 -1.060
*
```

Atomic partial charges in e from the natural (NBO) method, atoms 1 to 5: number 1, C, carries 0.35; number 2, C, carries -0.35; number 3, N, carries -0.78; number 4, N, carries -0.78; number 5, I, carries 0.53